{"formula": "C9H27CrF4N11O26S4", "method": "ωB97M-V with the def2-TZVPD basis set", "symbols": ["Cr", "S", "S", "S", "S", "F", "F", "F", "F", "O", "O", "O", "O", "O", "O", "O", "O", "O", "O", "O", "O", "O", "O", "O", "O", "O", "O", "O", "O", "O", "O", "O", "O", "O", "O", "N", "N", "N", "N", "N", "N", "N", "N", "N", "N", "N", "C", "C", "C", "C", "C", "C", "C", "C", "C", "H", "H", "H", "H", "H", "H", "H", "H", "H", "H", "H", "H", "H", "H", "H", "H", "H", "H", "H", "H", "H", "H", "H", "H", "H", "H", "H"], "xyz": [[-1.027, 0.571, 1.977], [-1.343, 1.864, 4.978], [-0.792, 0.673, -1.315], [0.572, 0.626, 4.982], [1.146, -0.173, -0.381], [1.373, -0.112, 3.783], [1.357, -0.780, 1.088], [-2.680, 1.936, 4.075], [-2.213, 1.410, -0.959], [6.506, 1.207, -3.054], [7.831, 0.078, -1.759], [-2.869, 1.369, -3.683], [1.278, -1.331, -1.154], [-1.045, -1.744, 2.060], [0.524, -0.504, 5.895], [-0.153, 1.759, -2.006], [-1.321, -0.442, -2.144], [4.241, 4.007, -0.765], [-3.900, -3.016, -0.020], [-1.809, 1.303, 6.266], [-0.073, -5.739, 0.216], [3.645, 3.828, -2.906], [4.421, -4.606, -0.138], [0.967, 2.241, 1.839], [-0.940, 3.271, 4.869], [-7.565, 2.181, -1.585], [1.494, 4.364, 2.044], [1.624, 1.664, 5.161], [2.153, 0.873, -0.399], [1.041, -5.019, -1.453], [-0.229, -3.708, 2.285], [-2.090, 2.604, -5.293], [-5.952, -2.826, -0.807], [4.078, -2.494, -0.176], [-6.122, 0.718, -1.035], [-1.075, -2.887, 2.504], [-0.767, 0.867, 3.934], [-6.390, 1.848, -1.459], [-0.396, 0.348, 0.123], [3.411, 4.151, -1.689], [6.837, 0.725, -1.942], [-2.289, 1.561, -4.718], [0.100, -4.957, -0.695], [3.944, -3.608, 0.327], [-4.719, -2.661, -0.887], [1.740, 3.179, 2.144], [-0.835, -3.780, -0.887], [3.051, -3.742, 1.515], [5.953, 0.887, -0.776], [-4.183, -1.947, -2.101], [2.010, 4.641, -1.406], [-1.864, 0.295, -5.476], [-5.284, 2.763, -1.556], [-2.249, -3.437, 3.238], [3.124, 2.871, 2.589], [4.897, 0.834, -1.043], [3.766, 3.719, 2.351], [-0.689, -3.465, -1.921], [3.115, -4.729, 1.973], [1.586, 3.801, -0.855], [-4.476, 2.445, -0.896], [3.400, -3.081, 2.309], [-1.858, -4.139, -0.779], [-3.617, -2.590, -2.775], [-5.643, 3.765, -1.322], [3.559, 1.998, 2.103], [-2.752, -4.193, 2.636], [-2.550, -0.531, -5.290], [1.447, 4.924, -2.295], [2.198, 5.508, -0.773], [6.138, 1.821, -0.245], [-5.070, -1.668, -2.670], [-1.951, 0.587, -6.523], [6.030, 0.094, -0.033], [-0.804, 0.183, -5.251], [-2.982, -2.648, 3.403], [-4.920, 2.772, -2.583], [-0.512, -2.938, -0.274], [-1.885, -3.827, 4.189], [2.033, -3.450, 1.257], [-3.750, -1.071, -1.619], [3.042, 2.710, 3.664]], "mulliken_spin": [4.07, 0.11, 0.01, 0.21, 0.01, 0.02, 0.02, 0.01, 0.00, 0.00, 0.00, 0.00, 0.00, -0.01, 0.17, 0.00, 0.01, 0.00, 0.00, 0.34, 0.00, 0.00, 0.00, -0.01, 0.30, 0.75, 0.00, 0.25, 0.01, 0.00, 0.01, 0.00, 0.00, 0.00, 0.73, -0.01, 0.48, 0.49, 0.00, 0.00, 0.00, 0.00, 0.00, 0.00, 0.00, 0.01, 0.00, 0.00, 0.00, 0.01, 0.00, 0.00, -0.01, 0.00, 0.00, 0.00, 0.00, 0.00, 0.00, 0.00, 0.00, 0.00, 0.00, 0.00, 0.01, 0.00, 0.00, 0.00, 0.00, 0.00, 0.00, 0.00, 0.00, 0.00, 0.00, 0.00, 0.02, 0.00, 0.00, 0.00, -0.01, 0.00], "total_energy_ha": -5953.0306, "e_lumo_ev": [-3.179, -6.593], "multiplicity": 9, "gap_ha": [0.182, 0.144], "fmax_ev_per_a": 11.32}

***

{"formula": "C9H27NO4", "method": "ωB97M-V with the def2-TZVPD basis set", "symbols": ["O", "O", "O", "O", "N", "C", "C", "C", "C", "C", "C", "C", "C", "C", "H", "H", "H", "H", "H", "H", "H", "H", "H", "H", "H", "H", "H", "H", "H", "H", "H", "H", "H", "H", "H", "H", "H", "H", "H", "H", "H"], "xyz": [[-0.552, 0.978, 0.254], [5.033, 3.076, -2.333], [-2.693, 2.149, 1.598], [-0.311, -1.297, -1.271], [-2.531, -1.662, 0.542], [-0.649, -2.595, -0.777], [-3.067, 1.350, 2.725], [0.816, 1.393, 0.288], [-0.018, -1.330, -2.655], [-1.637, -3.810, 1.175], [3.693, 2.624, -2.279], [1.693, 0.293, 0.874], [0.802, 2.677, 1.110], [-1.282, -2.448, 0.613], [3.071, 3.001, -3.099], [-0.632, -1.964, -3.292], [-0.632, -1.880, 1.280], [0.191, 3.387, 0.556], [1.810, 3.100, 1.168], [-1.900, -3.885, 2.228], [0.488, 2.505, 2.137], [-3.944, 1.817, 3.167], [-0.621, 0.135, -0.249], [0.099, -0.307, -3.009], [2.720, 0.636, 1.008], [1.310, -0.064, 1.832], [1.013, -1.710, -2.754], [-1.269, -3.126, -1.502], [-2.443, -4.234, 0.574], [3.261, 3.002, -1.356], [5.376, 2.943, -3.220], [0.265, -3.185, -0.610], [-3.328, 0.331, 2.442], [1.684, -0.558, 0.191], [-2.472, -0.891, -0.117], [3.631, 1.532, -2.333], [-1.944, 1.686, 1.176], [1.215, 1.603, -0.713], [-2.216, 1.377, 3.409], [-0.743, -4.443, 1.092], [-3.289, -2.204, 0.129]], "nbo_charge": [-0.78, -0.72, -0.76, -0.57, -0.83, -0.07, -0.25, 0.11, -0.25, -0.61, -0.25, -0.64, -0.62, -0.08, 0.16, 0.18, 0.21, 0.22, 0.20, 0.23, 0.22, 0.17, 0.50, 0.20, 0.21, 0.21, 0.17, 0.18, 0.20, 0.18, 0.46, 0.17, 0.18, 0.21, 0.36, 0.16, 0.49, 0.15, 0.15, 0.21, 0.35], "total_energy_ha": -714.7547, "e_lumo_ev": 0.513, "gap_ha": 0.356, "smiles": "COC[C@H](C)N.CC(C)O.CO.CO", "e_above_lowest_ev": 0.000, "fmax_ev_per_a": 2.19}

***

{"formula": "C9H28CrN4O5", "method": "ωB97M-V with the def2-TZVPD basis set", "symbols": ["Cr", "O", "O", "O", "O", "O", "N", "N", "N", "N", "C", "C", "C", "C", "C", "C", "C", "C", "C", "H", "H", "H", "H", "H", "H", "H", "H", "H", "H", "H", "H", "H", "H", "H", "H", "H", "H", "H", "H", "H", "H", "H", "H", "H", "H", "H", "H"], "xyz": [[-0.632, -0.190, -0.667], [1.009, -0.174, -1.727], [-0.383, 1.781, -0.470], [-3.403, 0.916, -2.209], [-0.160, -0.247, 1.236], [-0.239, -2.159, -0.543], [2.235, -0.684, -3.561], [-2.451, -0.323, -0.550], [-1.623, -0.415, -2.161], [3.223, -0.978, -1.701], [-0.824, -0.180, 2.289], [2.116, -0.604, -2.338], [-2.202, 0.460, 2.220], [0.457, 2.567, 0.073], [0.694, -2.909, 0.137], [1.898, 2.268, -0.300], [0.479, 2.738, 1.524], [-0.748, -1.487, 3.109], [-2.873, -0.204, -1.763], [2.341, 1.418, 0.030], [-2.469, 0.810, 3.223], [2.562, 3.104, 0.077], [-2.124, 1.376, 1.601], [-2.942, -0.313, 1.934], [0.255, -1.842, 3.179], [1.020, 2.011, 2.122], [-2.930, -1.191, -0.173], [-1.082, -1.170, 4.088], [1.741, -2.678, -0.212], [2.957, -1.222, -3.914], [4.149, -1.071, -2.203], [3.305, -0.981, -0.598], [0.302, 3.449, -0.477], [-0.517, 2.740, 1.874], [-1.336, -2.223, 2.725], [-1.428, -0.007, -3.112], [0.736, -2.607, 1.092], [-0.323, 0.529, 2.992], [1.041, 3.648, 1.684], [2.090, 2.377, -1.345], [-0.651, -2.877, -1.139], [1.485, -0.468, -4.240], [0.820, -0.204, 1.623], [-1.076, 2.390, -0.800], [0.466, -3.968, 0.129], [-1.710, -1.412, -2.610], [-3.235, 0.208, -0.130]], "nbo_charge": [1.32, -0.75, -0.64, -0.34, -0.68, -0.69, -0.71, -0.84, -0.79, -0.80, 0.07, 0.82, -0.65, 0.06, -0.26, -0.64, -0.63, -0.63, 0.73, 0.19, 0.29, 0.27, 0.21, 0.19, 0.21, 0.20, 0.47, 0.26, 0.19, 0.43, 0.46, 0.44, 0.21, 0.21, 0.21, 0.47, 0.19, 0.19, 0.28, 0.23, 0.54, 0.44, 0.56, 0.55, 0.24, 0.45, 0.49], "total_energy_ha": -1998.0767, "e_lumo_ev": [-12.466, -12.376], "multiplicity": 4, "gap_ha": [0.287, 0.291], "total_charge": 3, "e_above_lowest_ev": 0.668, "fmax_ev_per_a": 16.58}

***

{"formula": "C9H29BFN4O4S3", "method": "ωB97M-V with the def2-TZVPD basis set", "symbols": ["S", "S", "S", "F", "O", "O", "O", "O", "N", "N", "N", "N", "C", "C", "C", "C", "C", "C", "C", "C", "C", "B", "H", "H", "H", "H", "H", "H", "H", "H", "H", "H", "H", "H", "H", "H", "H", "H", "H", "H", "H", "H", "H", "H", "H", "H", "H", "H", "H", "H", "H"], "xyz": [[-2.782, -2.318, 1.930], [0.820, -1.059, -5.762], [2.468, -2.236, 2.715], [-0.195, 1.057, -1.824], [0.904, 4.430, 2.192], [1.537, -1.153, 3.160], [-1.785, -1.474, 1.200], [1.805, -2.110, -5.407], [0.298, 3.426, 0.013], [0.731, 2.101, -1.896], [2.045, 1.966, 0.136], [-0.639, 2.459, 2.154], [2.418, -2.232, 0.919], [1.099, 0.285, -4.597], [1.580, -3.777, 2.921], [-3.439, -1.308, 3.258], [0.994, 2.511, -0.557], [-4.266, -2.330, 0.926], [0.125, 1.303, 2.697], [1.456, -0.208, -7.209], [-1.763, 2.030, 1.315], [0.206, 3.439, 1.603], [-2.181, 2.883, 0.771], [-3.782, -0.357, 2.854], [-4.261, -1.837, 3.740], [-0.296, 0.920, 3.626], [2.902, -1.318, 0.575], [-5.067, -2.826, 1.474], [2.017, 1.003, 0.436], [0.807, -0.082, -3.617], [-2.636, -1.148, 3.974], [1.540, 4.186, 2.873], [0.135, 0.479, 1.983], [1.377, -2.261, 0.594], [2.156, 0.551, -4.597], [0.484, 1.141, -4.878], [0.347, 2.836, -2.484], [-2.561, 1.664, 1.956], [1.148, 1.603, 2.922], [2.969, -3.090, 0.535], [-1.497, 1.229, 0.619], [2.164, -4.592, 2.494], [2.487, 0.093, -7.026], [2.920, 2.464, 0.155], [-4.542, -1.305, 0.679], [-4.043, -2.887, 0.019], [0.610, -3.691, 2.431], [0.828, 0.656, -7.428], [1.452, -3.937, 3.989], [-0.513, 3.733, -0.519], [1.416, -0.910, -8.039]], "nbo_charge": [1.26, 1.26, 1.26, -0.21, -0.89, -1.01, -1.02, -0.98, -0.63, -0.25, -0.90, -0.72, -0.83, -0.84, -0.83, -0.83, 0.70, -0.83, -0.41, -0.83, -0.41, 1.23, 0.18, 0.22, 0.24, 0.23, 0.21, 0.24, 0.44, 0.24, 0.25, 0.53, 0.22, 0.24, 0.23, 0.21, 0.37, 0.22, 0.20, 0.24, 0.21, 0.24, 0.23, 0.44, 0.23, 0.25, 0.24, 0.23, 0.25, 0.43, 0.25], "total_energy_ha": -2199.2246, "e_lumo_ev": -4.708, "gap_ha": 0.225, "total_charge": 1, "fmax_ev_per_a": 1.11}